No. 1
Formula: C23H20N6O2S3Zn
Source: OMol25
Level of theory: ωB97M-V/def2-TZVPD

Structure (XYZ):
```
55
C23H20N6O2S3Zn | OMol25 | ωB97M-V/def2-TZVPD
Zn -0.9956 1.3329 1.1185
O 3.1050 0.5584 2.6760
C 3.7213 1.4682 1.8980
C 5.1116 1.5521 2.0002
C 5.8147 2.4570 1.2353
C 5.1500 3.3028 0.3479
C 3.7784 3.2224 0.2426
C 3.0396 2.3121 1.0066
C 1.5699 2.2440 0.8544
O 0.9132 1.4104 1.6084
N 1.0134 3.0183 -0.0437
N -0.3632 2.8280 -0.1029
C -0.9712 3.5867 -0.9337
S -2.7088 3.5057 -1.1265
C -2.6868 4.3779 -2.7150
C -1.6338 5.4646 -2.6222
S -0.1192 4.7384 -1.9327
H 2.1451 0.6326 2.4944
H 5.6095 0.8890 2.6949
H 6.8922 2.5089 1.3289
H 5.7023 4.0149 -0.2499
H 3.2384 3.8669 -0.4371
H -3.6816 4.7910 -2.8755
H -2.4574 3.6713 -3.5117
H -1.9668 6.2772 -1.9777
H -1.3887 5.8664 -3.6047
S -2.9690 0.9699 2.0954
C -3.1348 -0.6548 1.4426
N -4.0755 -1.4100 1.8800
N -4.1961 -2.6933 1.4207
C -3.1123 -3.6214 1.3862
C -3.2322 -4.7230 0.5491
C -2.2202 -5.6724 0.4963
C -1.0742 -5.5188 1.2614
C -0.9594 -4.4165 2.1000
C -1.9743 -3.4769 2.1759
N -2.2898 -1.1870 0.4313
N -1.2792 -0.5404 0.1338
C -0.4311 -1.1369 -0.8482
C -0.5215 -2.4899 -1.1651
C 0.3518 -3.0162 -2.0994
C 1.3034 -2.2056 -2.7091
C 1.3903 -0.8613 -2.3788
C 0.5267 -0.3232 -1.4374
H -5.0253 -3.0939 1.8314
H -4.1133 -4.8182 -0.0730
H -2.3251 -6.5264 -0.1608
H -0.2780 -6.2491 1.2084
H -0.0747 -4.2901 2.7108
H -1.8783 -2.6269 2.8393
H -1.2552 -3.1128 -0.6716
H 0.2970 -4.0685 -2.3458
H 1.9857 -2.6279 -3.4353
H 2.1362 -0.2300 -2.8425
H 0.5970 0.7232 -1.1686
```

Values from the calculation:
calculated total energy	-118135.1698	eV
total charge	0
HOMO-LUMO gap	6.7	eV
E_HOMO	-7.75	eV
LUMO	-1.1	eV

***

No. 2
Formula: C21H24AgN6
Source: OMol25
Level of theory: ωB97M-V/def2-TZVPD

Structure (XYZ):
```
52
C21H24AgN6 | OMol25 | ωB97M-V/def2-TZVPD
Ag 9.0853 9.1254 10.2462
N 9.1916 10.6930 8.3196
C 8.7708 10.0302 7.2581
C 8.4150 10.5423 6.0086
C 8.5213 11.9146 5.8817
C 9.0658 12.6884 6.9189
C 9.3557 12.0389 8.1343
H 8.7711 8.9722 7.4751
H 8.1707 9.8930 5.1809
H 8.2571 12.3169 4.9148
H 9.1657 13.7472 6.7309
H 9.5932 12.6530 8.9904
N 10.9301 7.9987 9.1171
C 12.0113 8.7276 8.7877
C 12.9661 8.2991 7.8392
C 12.8463 7.0239 7.3356
C 11.6904 6.2520 7.6042
C 10.7455 6.7997 8.4895
H 12.1332 9.6533 9.3305
H 13.7673 9.0083 7.6931
H 13.5721 6.6300 6.6396
H 11.4832 5.2755 7.1920
H 9.8927 6.2117 8.7953
N 10.5770 10.5124 11.6660
C 11.5373 9.5812 11.9765
C 12.4159 9.7636 13.0500
C 12.3252 10.8590 13.8501
C 11.4259 11.8585 13.6057
C 10.5518 11.6128 12.4854
H 11.5084 8.6777 11.3854
H 13.1134 8.9864 13.3253
H 12.9194 10.9750 14.7445
H 11.3243 12.6856 14.2928
H 9.6887 12.2028 12.2146
C 9.8360 5.5910 12.8860
C 9.2785 6.9355 12.6655
N 8.8199 7.9883 12.5179
H 10.6436 5.8227 13.5804
H 10.1557 5.1262 11.9534
H 9.0345 5.0175 13.3516
C 5.5524 10.3347 7.8902
C 6.2956 10.3060 9.1616
N 6.8628 10.3053 10.1308
H 5.3674 9.2898 7.6410
H 5.9298 10.8886 7.0307
H 4.5891 10.7972 8.1052
C 6.1014 5.3426 9.1177
C 7.0241 6.4407 8.9347
N 7.7552 7.3151 8.8609
H 6.7339 4.5824 9.5762
H 5.6103 4.9362 8.2336
H 5.3990 5.6898 9.8755
```

Values from the calculation:
calculated total energy	-35099.3184	eV
total charge	+1
HOMO-LUMO gap	9.3	eV
E_HOMO	-11.31	eV
LUMO	-2.0	eV

***

No. 3
Formula: C28H29FeO2S
Source: OMol25
Level of theory: ωB97M-V/def2-TZVPD

Structure (XYZ):
```
61
C28H29FeO2S | OMol25 | ωB97M-V/def2-TZVPD
C 1.8981 -1.6614 7.1094
O 0.9447 -2.2677 6.2105
C 0.5599 -1.5645 5.1102
C -0.4772 -2.1338 4.3325
C -0.8691 -1.5198 3.1663
C -0.2279 -0.3602 2.6979
C -0.7342 0.2419 1.4211
C 0.1284 1.0353 0.6069
S -0.6466 2.1226 -0.4361
C -1.7633 3.0338 0.6700
C 0.6227 3.4017 -0.6609
O -1.9352 0.0654 1.0773
C 0.7893 0.2128 3.4759
C 1.1797 -0.3652 4.6830
H 2.1184 -2.4387 7.8449
H 2.8187 -1.3791 6.5773
H 1.4566 -0.7795 7.5994
H -0.9351 -3.0578 4.6769
H -1.6818 -1.9414 2.5775
H 1.2063 1.0452 0.7051
H -2.3168 3.7699 0.0772
H -2.4406 2.2991 1.1112
H -1.1360 3.5229 1.4237
H 0.2833 4.0587 -1.4703
H 0.7060 3.9642 0.2747
H 1.5748 2.9264 -0.9233
H 1.2747 1.1291 3.1303
H 1.9537 0.1012 5.2973
C -1.2705 1.3000 -5.6586
C -0.0078 1.4384 -4.9675
C -0.2572 2.0854 -3.7014
C -1.6909 2.3127 -3.5817
C -2.3145 1.8296 -4.8043
Fe -1.3267 0.3992 -3.9018
C -2.7209 -0.8932 -3.2677
C -1.9121 -1.4568 -4.3220
C -0.5302 -1.3861 -3.9143
C -0.4695 -0.8126 -2.5667
C 0.7471 -0.4914 -1.8358
C 1.2933 -1.2659 -0.7924
C 2.5832 -0.9206 -0.2980
C 3.0829 -1.5062 0.8460
C 2.3610 -2.5217 1.4819
C 1.1257 -2.9346 0.9608
C 0.5871 -2.3361 -0.1652
C -1.8523 -0.4870 -2.1981
H -1.3997 0.9501 -6.6773
H 0.9752 1.1977 -5.3673
H 0.5112 2.4824 -3.0431
H -2.1976 2.8614 -2.7925
H -3.3647 1.9248 -5.0566
H -3.8048 -0.8501 -3.2432
H -2.2775 -1.9248 -5.2316
H 0.3480 -1.7890 -4.4166
H 1.4150 0.2356 -2.3047
H 3.1296 -0.1428 -0.8347
H 4.0521 -1.1900 1.2306
H 2.7671 -3.0088 2.3746
H 0.5717 -3.7361 1.4556
H -0.3755 -2.6523 -0.5757
H -2.1294 -0.1724 -1.1968
```

Values from the calculation:
calculated total energy	-78816.8771	eV
total charge	-1
⟨S²⟩	6.068
2S+1	5
HOMO-LUMO gap (alpha / beta)	2.0 / 6.3	eV
E_HOMO (alpha / beta)	0.38 / -4.54	eV
LUMO (alpha / beta)	2.4 / 1.8	eV

***

calculated total energy of number 2 (C21H24AgN6)? -35099.3184 eV

***

Which value of calculated total energy does entry 3 give? -78816.8771 eV